No. 1
Molecular formula: H12N9P3
Method: DFT, the ωB97M-V functional and the def2-TZVPD basis

## Properties
* HOMO level: -0.2847 hartree
* frontier orbital gap: 8.64 eV
* ΔE to the lowest compared entry with this formula, charge and spin: 0.622 eV
* LUMO: 0.89 eV
* E_tot: -1524.039685 Eh

Structure (ORCA input):
```
! wB97M-V def2-TZVPD RIJCOSX def2/J DEFGRID3
* xyz 0 1
N 1.643 0.568 0.434
N -0.122 -1.355 -0.357
N -1.149 0.173 1.010
N 1.068 -2.008 -0.029
N -2.088 1.019 1.681
N 4.034 -0.273 -0.296
N -2.631 -1.229 -0.649
N -0.290 0.975 -1.612
N -0.274 2.355 0.365
P 2.741 -0.538 0.795
P -1.449 -1.456 0.590
P 0.116 0.764 0.006
H 1.288 -2.480 -0.964
H 0.955 -2.745 0.824
H -2.011 0.680 2.709
H -3.091 0.867 1.396
H 4.952 -0.862 -0.449
H 4.023 0.291 -1.152
H -3.619 -1.393 -0.391
H -2.468 -0.453 -1.260
H -0.047 0.362 -2.408
H -1.310 1.095 -1.541
H -0.673 2.699 1.303
H 0.403 2.944 -0.008
*
```

=====

No. 2
Molecular formula: H12NO4
Method: DFT, the ωB97M-V functional and the def2-TZVPD basis

## Properties
* HOMO level (spin up / spin down): -0.1009 / -0.4159 hartree
* frontier orbital gap (spin up / spin down): 3.28 / 11.58 eV
* ΔE to the lowest compared entry with this formula, charge and spin: 0.832 eV
* LUMO (spin up / spin down): 0.54 / 0.27 eV
* E_tot: -362.771500 Eh
* expectation value of S²: 0.751

Structure (ORCA input):
```
! wB97M-V def2-TZVPD RIJCOSX def2/J DEFGRID3
* xyz 0 2
N -0.177 -1.034 0.350
H 0.640 -1.072 -0.263
H -1.036 -0.891 -0.327
H -0.282 -1.934 0.873
H -0.214 -0.163 0.986
H 1.447 2.442 1.321
H 2.443 1.526 0.839
O 1.690 1.505 1.432
H -2.365 2.098 2.162
H -2.973 1.014 1.342
O -2.090 1.537 1.428
H -1.054 0.839 -2.460
H -2.274 0.253 -1.677
O -1.374 0.087 -1.841
H 2.532 -2.797 -1.256
H 2.959 -1.482 -1.476
O 2.129 -1.926 -1.431
*
```